No. 1
{
  "formula": "C50H45MnN6O3P2",
  "method": "wB97M-V/def2-TZVPD",
  "symbols": ["Mn", "O", "C", "C", "C", "C", "C", "C", "P", "C", "C", "C", "C", "C", "C", "C", "C", "C", "C", "C", "C", "C", "C", "C", "C", "C", "C", "P", "C", "C", "C", "C", "C", "C", "C", "C", "C", "C", "C", "C", "H", "H", "H", "H", "H", "H", "H", "H", "H", "H", "H", "H", "H", "H", "H", "H", "H", "H", "H", "H", "H", "H", "H", "H", "H", "H", "H", "H", "O", "C", "O", "C", "C", "C", "C", "C", "C", "C", "C", "C", "N", "H", "H", "H", "H", "H", "H", "C", "N", "C", "C", "N", "N", "C", "N", "N", "H", "H", "H", "H", "H", "H", "H", "H", "H", "H", "H"],
  "xyz": [[0.997, -0.180, 1.118], [-1.766, -0.887, -1.434], [-3.055, -1.353, -1.246], [-3.584, -2.340, -2.055], [-4.871, -2.791, -1.797], [-5.611, -2.272, -0.738], [-5.055, -1.319, 0.094], [-3.765, -0.846, -0.165], [-2.942, 0.315, 0.932], [-3.092, 2.010, 0.465], [-2.839, 3.024, 1.401], [-2.968, 4.347, 1.022], [-3.304, 4.669, -0.290], [-3.508, 3.666, -1.230], [-3.404, 2.338, -0.858], [-3.383, -0.064, 2.602], [-3.181, -1.399, 2.992], [-3.540, -1.801, 4.261], [-4.101, -0.885, 5.145], [-4.320, 0.432, 4.757], [-3.961, 0.854, 3.489], [-1.456, -0.193, -2.589], [-2.398, 0.180, -3.532], [-1.980, 0.816, -4.691], [-0.634, 1.057, -4.916], [0.299, 0.679, -3.964], [-0.101, 0.067, -2.776], [1.070, -0.567, -1.518], [2.697, 0.048, -2.054], [3.804, -0.794, -2.147], [5.049, -0.285, -2.501], [5.205, 1.069, -2.753], [4.111, 1.921, -2.644], [2.869, 1.415, -2.296], [1.022, -2.354, -1.885], [1.568, -2.853, -3.068], [1.406, -4.192, -3.397], [0.679, -5.031, -2.564], [0.100, -4.532, -1.404], [0.271, -3.197, -1.068], [-3.001, -2.742, -2.874], [-5.300, -3.560, -2.425], [-6.616, -2.626, -0.553], [-5.608, -0.944, 0.946], [-2.540, 2.776, 2.413], [-2.813, 5.134, 1.748], [-3.412, 5.706, -0.578], [-3.771, 3.918, -2.248], [-3.600, 1.559, -1.580], [-2.740, -2.106, 2.300], [-3.382, -2.825, 4.569], [-4.380, -1.203, 6.141], [-4.790, 1.128, 5.439], [-4.182, 1.867, 3.177], [-3.447, -0.034, -3.380], [-2.715, 1.104, -5.431], [-0.306, 1.521, -5.837], [1.350, 0.851, -4.158], [3.696, -1.856, -1.963], [5.894, -0.954, -2.608], [6.169, 1.459, -3.052], [4.220, 2.977, -2.858], [2.020, 2.084, -2.257], [2.098, -2.196, -3.746], [1.835, -4.575, -4.313], [0.546, -6.072, -2.828], [-0.493, -5.179, -0.771], [-0.208, -2.799, -0.178], [-0.548, -0.297, 4.683], [-0.186, -0.005, 3.587], [0.093, -0.868, 2.601], [-0.002, 1.432, 3.154], [-0.145, 2.498, 4.049], [0.050, 3.766, 3.577], [0.308, 3.983, 2.206], [0.443, 5.281, 1.647], [0.620, 5.439, 0.306], [0.660, 4.306, -0.546], [0.556, 3.044, -0.037], [0.395, 2.863, 1.352], [0.298, 1.603, 1.877], [-0.380, 2.278, 5.082], [-0.017, 4.616, 4.246], [0.391, 6.143, 2.301], [0.715, 6.429, -0.118], [0.764, 4.451, -1.615], [0.545, 2.171, -0.678], [5.216, -3.677, 1.081], [3.787, -3.379, 1.230], [2.867, -4.498, 1.463], [3.307, -2.142, 1.116], [2.026, -1.864, 1.105], [4.241, -1.134, 1.006], [4.009, 0.218, 0.966], [5.112, 0.974, 0.934], [2.808, 0.710, 0.951], [5.335, -4.753, 1.016], [5.793, -3.330, 1.942], [5.614, -3.256, 0.156], [3.433, -5.324, 1.879], [2.390, -4.820, 0.535], [2.111, -4.228, 2.201], [1.447, -2.680, 1.252], [5.206, -1.418, 1.041], [6.041, 0.587, 0.938], [5.043, 1.973, 0.840], [2.810, 1.722, 0.884]],
  "charge": 3,
  "e_lumo_ev": [-9.106, -9.572],
  "spin_multiplicity": 4,
  "orbital_gap_ev": [6.10, 6.08]
}

***

No. 2
{
  "formula": "C41H31BrN6O3STi",
  "method": "wB97M-V/def2-TZVPD",
  "symbols": ["Ti", "Br", "C", "C", "C", "C", "O", "C", "C", "N", "C", "C", "C", "C", "C", "C", "C", "C", "N", "C", "C", "H", "H", "H", "H", "H", "H", "H", "H", "H", "H", "N", "C", "C", "C", "C", "C", "C", "C", "C", "N", "C", "H", "H", "H", "H", "H", "H", "H", "H", "C", "C", "C", "C", "C", "C", "C", "S", "O", "O", "N", "C", "C", "C", "C", "C", "C", "C", "C", "N", "C", "H", "H", "H", "H", "H", "H", "H", "H", "H", "H", "H", "H", "H"],
  "xyz": [[0.080, 0.058, -0.577], [3.968, 5.856, 2.078], [2.965, 4.554, 1.127], [1.941, 4.968, 0.283], [1.216, 4.008, -0.414], [1.504, 2.654, -0.267], [0.864, 1.747, -0.982], [2.546, 2.231, 0.598], [2.904, 0.856, 0.740], [2.211, -0.192, 0.233], [2.715, -1.445, 0.394], [3.894, -1.823, 1.043], [4.310, -3.165, 1.064], [3.610, -4.164, 0.448], [2.408, -3.831, -0.230], [1.640, -4.767, -0.946], [0.511, -4.370, -1.612], [0.123, -3.029, -1.524], [0.801, -2.126, -0.839], [1.952, -2.496, -0.222], [3.275, 3.221, 1.287], [1.723, 6.021, 0.165], [0.437, 4.297, -1.109], [3.817, 0.666, 1.293], [4.517, -1.086, 1.528], [5.232, -3.403, 1.581], [3.955, -5.190, 0.453], [1.968, -5.800, -0.978], [-0.085, -5.058, -2.195], [-0.759, -2.685, -2.045], [4.084, 2.927, 1.944], [0.064, 0.210, 1.856], [-1.112, 0.819, 2.389], [-1.536, 0.717, 3.682], [-2.707, 1.390, 4.112], [-3.410, 2.182, 3.253], [-2.997, 2.300, 1.901], [-3.665, 3.104, 0.941], [-3.203, 3.158, -0.339], [-2.083, 2.363, -0.695], [-1.471, 1.591, 0.167], [-1.877, 1.584, 1.468], [0.836, 0.880, 1.822], [0.396, -0.560, 2.424], [-0.957, 0.139, 4.394], [-3.018, 1.292, 5.144], [-4.285, 2.726, 3.585], [-4.534, 3.674, 1.246], [-3.673, 3.768, -1.097], [-1.692, 2.364, -1.709], [5.981, 0.589, -1.939], [4.568, 0.640, -2.448], [3.951, 1.863, -2.702], [2.638, 1.925, -3.135], [1.935, 0.744, -3.320], [2.541, -0.486, -3.126], [3.852, -0.529, -2.681], [0.245, 0.817, -3.799], [0.130, 0.066, -5.029], [-0.210, 2.186, -3.815], [-0.487, -0.014, -2.572], [-1.835, -0.374, -2.786], [-2.531, -0.321, -3.980], [-3.874, -0.740, -4.075], [-4.551, -1.261, -3.013], [-3.872, -1.379, -1.780], [-4.471, -1.965, -0.640], [-3.769, -2.106, 0.520], [-2.448, -1.621, 0.551], [-1.872, -1.048, -0.476], [-2.543, -0.928, -1.662], [6.699, 0.696, -2.756], [6.184, -0.358, -1.439], [6.170, 1.395, -1.229], [4.492, 2.784, -2.519], [2.137, 2.873, -3.272], [1.986, -1.401, -3.288], [4.317, -1.489, -2.485], [-2.050, 0.052, -4.867], [-4.364, -0.651, -5.037], [-5.577, -1.597, -3.095], [-5.495, -2.313, -0.714], [-4.193, -2.562, 1.402], [-1.856, -1.703, 1.455]],
  "e_lumo_ev": [-0.642, -0.690],
  "spin_multiplicity": 3,
  "orbital_gap_ev": [4.48, 6.60]
}

***

No. 3
{
  "formula": "C10H18F2N4O14",
  "method": "wB97M-V/def2-TZVPD",
  "symbols": ["C", "N", "O", "O", "H", "H", "H", "C", "N", "O", "O", "H", "H", "H", "C", "N", "O", "O", "H", "H", "H", "C", "N", "O", "O", "H", "H", "H", "C", "C", "O", "C", "O", "O", "F", "H", "H", "H", "C", "C", "O", "C", "O", "O", "F", "H", "H", "H"],
  "xyz": [[-8.922, 8.893, 19.434], [-7.992, 8.292, 20.413], [-8.091, 7.007, 20.591], [-7.270, 9.030, 21.094], [-9.539, 9.498, 20.098], [-9.393, 8.162, 18.777], [-8.400, 9.641, 18.838], [-14.829, 4.545, 16.322], [-14.792, 4.473, 17.764], [-15.847, 4.179, 18.285], [-13.790, 4.569, 18.360], [-13.952, 3.995, 15.982], [-14.706, 5.621, 16.192], [-15.711, 4.091, 15.870], [-17.569, 10.409, 16.351], [-17.641, 9.552, 17.574], [-17.397, 8.353, 17.379], [-18.035, 10.065, 18.637], [-18.330, 10.193, 15.601], [-16.643, 10.320, 15.782], [-17.580, 11.439, 16.708], [-15.917, 6.731, 22.525], [-16.052, 8.141, 21.976], [-15.041, 8.792, 22.024], [-17.176, 8.584, 21.683], [-16.511, 6.770, 23.438], [-14.868, 6.456, 22.631], [-16.326, 6.072, 21.759], [-12.740, 8.074, 17.780], [-14.256, 8.347, 18.149], [-14.483, 9.529, 17.361], [-13.488, 9.606, 16.359], [-13.608, 10.364, 15.452], [-12.468, 8.677, 16.559], [-14.415, 8.661, 19.426], [-12.284, 7.095, 17.631], [-12.165, 8.539, 18.581], [-14.920, 7.521, 17.892], [-13.851, 14.007, 14.186], [-13.811, 14.516, 12.713], [-14.824, 15.593, 12.869], [-15.286, 15.767, 13.997], [-16.113, 16.720, 14.190], [-14.680, 14.948, 14.841], [-14.189, 13.574, 11.851], [-12.835, 13.976, 14.582], [-14.156, 12.967, 14.305], [-12.880, 14.930, 12.327]],
  "charge": -1,
  "e_lumo_ev": [1.395, 1.395],
  "spin_multiplicity": 2,
  "orbital_gap_ev": [1.91, 5.13]
}